[1]
{
  "formula": "C13H17BIN3Zr",
  "method": "ωB97M-V/def2-TZVPD",
  "lumo_ev": -8.33,
  "charge": 2,
  "mol_weight_g_mol": 444.24,
  "homo_lumo_gap_ev": 6.10,
  "species": ["H", "N", "H", "H", "Zr", "C", "H", "I", "H", "H", "C", "H", "C", "H", "H", "H", "C", "C", "C", "N", "C", "B", "C", "N", "C", "H", "H", "H", "C", "C", "H", "C", "C", "H", "H", "H"],
  "coordinates": [[-3.184093, -3.263876, -3.964945], [-1.283613, -1.385171, -1.344025], [-1.545313, 1.093144, 2.521982], [-4.401791, -2.096996, -2.080953], [0.035263, -0.036206, -0.326877], [-3.332227, -2.068550, -2.185721], [1.292075, -2.999639, -4.048866], [-0.397217, 1.995284, -1.893243], [-2.119788, -0.240673, 1.501306], [-3.043060, -0.793028, -0.386855], [0.933926, -1.764716, -2.385402], [3.762254, -2.589684, -3.985571], [1.450189, 1.376120, 1.198531], [1.826678, 0.855434, 2.108067], [-0.993559, 3.584216, 3.876799], [-0.592285, 1.968157, 4.969354], [-1.261906, -2.640236, -3.322968], [1.760759, -2.361555, -3.321527], [-2.626547, -1.355195, -1.235258], [-0.462193, 0.967376, 1.951853], [-0.558331, -1.927262, -2.361381], [-0.208311, 2.700093, 4.086477], [-0.308347, 1.824357, 2.863777], [1.550427, -1.005955, -1.438642], [-1.564591, 0.642905, 1.132916], [2.151603, 1.230759, 0.471746], [1.149206, 2.457738, 1.086509], [0.896796, 3.098023, 4.280137], [3.123967, -2.113972, -3.253973], [2.853455, -0.685265, -1.352155], [-2.132298, 1.518973, 0.707086], [3.675349, -1.280616, -2.282510], [-2.641749, -2.703969, -3.215981], [-0.689414, -3.102917, -4.108921], [3.148044, -0.007693, -0.539612], [4.725665, -1.070374, -2.207910]],
  "atomic_forces_ev_per_a": [[-0.132, -0.009, 0.024], [0.730, 0.271, 0.556], [0.168, 0.540, 1.553], [-0.261, -0.174, -0.325], [0.670, 3.866, 1.177], [-0.199, 0.367, 0.332], [0.458, -0.160, -0.366], [0.075, 0.341, -0.436], [0.077, 0.598, 0.043], [0.062, -0.498, -0.649], [1.376, -0.156, 0.092], [0.133, 0.027, 0.031], [-0.979, -0.607, -0.246], [-0.447, 1.139, -0.415], [-0.307, 0.160, -0.158], [-0.204, -0.131, -0.123], [0.758, 0.509, 0.373], [-0.765, 0.216, 0.270], [0.763, -0.959, -0.791], [-0.019, 2.812, 4.731], [-1.199, -0.595, 0.134], [0.583, -0.184, -0.020], [-1.247, -1.569, -0.001], [-0.895, -0.276, 0.444], [-2.723, -1.315, -3.505], [2.631, -0.121, -2.206], [0.409, -1.326, 0.848], [0.250, 0.161, -0.141], [0.236, -0.107, -0.122], [-0.552, -1.089, -0.763], [0.439, -1.026, 0.816], [0.349, 0.321, 0.143], [-0.273, -0.183, -0.121], [-0.430, -0.189, -0.299], [0.116, -0.508, -0.555], [0.348, -0.142, -0.325]],
  "nbo_charge": [0.268, -0.649, 0.545, 0.268, 1.919, -0.192, 0.247, -0.031, 0.265, 0.244, 0.159, 0.268, -0.992, 0.250, 0.150, 0.139, -0.189, -0.169, 0.099, -0.561, 0.249, -0.617, 0.524, -0.652, -0.896, 0.173, 0.267, 0.112, -0.080, 0.094, 0.293, -0.189, -0.086, 0.247, 0.253, 0.269]
}

[2]
{
  "formula": "C4H9N",
  "method": "ωB97M-V/def2-TZVPD",
  "smiles": "CC[C@@H]1CN1",
  "lumo_ev": 1.07,
  "mol_weight_g_mol": 71.12,
  "e_above_lowest_ev": 3.925,
  "homo_lumo_gap_ev": 10.32,
  "species": ["H", "H", "H", "H", "C", "C", "C", "H", "H", "N", "H", "H", "C", "H"],
  "coordinates": [[-1.443601, 1.208610, -0.184950], [-0.538299, -1.589974, 0.281278], [-2.179077, 0.064460, 1.133012], [2.308506, -0.780857, 0.984666], [-0.576044, -0.678356, -0.401380], [0.474567, 0.022428, 0.260530], [1.504516, 0.682158, -0.375206], [0.455371, 0.162926, 1.365996], [0.948326, 0.828806, -1.261308], [1.855295, -0.642830, -0.039935], [-0.435261, -1.032264, -1.544905], [1.946992, 1.488678, 0.254058], [-1.673848, 0.208848, 0.078293], [-2.647448, 0.057363, -0.550152]],
  "atomic_forces_ev_per_a": [[0.193, 1.309, 0.469], [-0.768, 0.279, -1.610], [1.938, 0.340, -1.761], [-0.935, 1.081, -3.338], [-0.915, -2.954, 0.825], [2.886, -3.035, 4.287], [1.809, 3.975, 0.808], [-0.931, -0.184, -0.943], [1.613, 0.854, -2.380], [0.552, -1.879, 2.740], [-0.384, 1.374, 2.743], [-0.176, -0.138, -1.437], [-6.267, -1.099, -1.166], [1.386, 0.077, 0.763]],
  "nbo_charge": [0.203, 0.224, 0.233, 0.351, -0.453, -0.075, -0.291, 0.202, 0.211, -0.620, 0.244, 0.197, -0.630, 0.205]
}

[3]
{
  "formula": "CH3NO",
  "method": "ωB97M-V/def2-TZVPD",
  "lumo_ev": 0.92,
  "mol_weight_g_mol": 45.04,
  "e_above_lowest_ev": 2.319,
  "homo_lumo_gap_ev": 10.69,
  "species": ["H", "C", "O", "H", "H", "N"],
  "coordinates": [[0.160612, 1.401512, 0.273915], [0.286580, -0.600179, -0.022356], [-0.043154, -1.737943, -0.101459], [1.217565, 0.003139, -0.780937], [-1.299141, 0.366581, 0.652518], [-0.322463, 0.566890, -0.021682]],
  "atomic_forces_ev_per_a": [[0.311, -0.232, -0.043], [4.652, 1.743, -5.842], [-0.428, -0.113, 1.390], [-0.018, -2.722, 1.857], [2.733, 1.481, -2.364], [-7.250, -0.157, 5.002]],
  "nbo_charge": [0.409, 0.589, -0.548, 0.001, 0.340, -0.789]
}

[4]
{
  "formula": "C3H8N3S",
  "method": "ωB97M-V/def2-TZVPD",
  "smiles": "CN1C=[NH+]S[C@@H]1N",
  "lumo_ev": -3.57,
  "charge": 1,
  "mol_weight_g_mol": 118.18,
  "e_above_lowest_ev": 0.234,
  "homo_lumo_gap_ev": 9.46,
  "species": ["H", "H", "H", "H", "H", "H", "C", "H", "N", "S", "N", "C", "H", "N", "C"],
  "coordinates": [[1.672948, -1.456333, 0.078306], [1.809773, 0.257536, -0.367347], [-0.527472, 2.836728, -0.185915], [-2.820009, -1.931833, -0.506593], [-0.327255, 1.708340, -1.422809], [1.609553, -0.200403, 1.329721], [-0.724395, 0.904578, 0.412211], [-0.690225, 1.194937, 1.462037], [-0.108941, -0.378760, 0.158966], [-2.753930, 0.343081, 0.169814], [-2.162214, -1.208001, -0.249242], [-0.870109, -1.399193, -0.177923], [-0.433891, -2.361802, -0.400795], [-0.292555, 1.885022, -0.427682], [1.327981, -0.451733, 0.305860]],
  "atomic_forces_ev_per_a": [[-0.027, -0.026, 0.005], [-0.054, -0.098, 0.039], [0.090, -0.065, 0.072], [0.243, -0.081, -0.053], [-0.081, -0.035, 0.070], [-0.034, -0.048, -0.025], [-1.960, -0.076, 0.059], [0.072, -0.014, -0.146], [-0.447, -0.215, -0.060], [1.453, 0.507, 0.301], [0.149, -0.288, -0.007], [-0.445, 0.108, -0.053], [0.028, -0.050, 0.000], [0.242, 0.360, -0.263], [0.772, 0.021, 0.061]],
  "nbo_charge": [0.232, 0.237, 0.416, 0.455, 0.402, 0.229, 0.154, 0.232, -0.392, 0.281, -0.648, 0.367, 0.245, -0.798, -0.411]
}